Record 1
Density functional theory data (ωB97M-V/def2-TZVPD) for a molecular structure, C21H33AuBr2N3OPS.

Structure (XYZ):
```
63
Properties=species:S:1:pos:R:3:lowdin_charge:R:1
Au 1.5661 1.1772 -0.0062 0.70
C 2.1570 1.2573 -3.2896 -0.02
C 1.3801 0.0454 -2.9150 -0.29
C 1.3624 -1.0928 -3.7051 0.03
C 0.7062 -2.2376 -3.2655 0.03
C 0.0190 -2.2236 -2.0492 -0.19
C -0.6417 -3.3412 -1.4659 -0.55
Br -0.4552 -5.0634 -2.2443 0.89
C -1.3200 -3.2420 -0.2478 -0.15
C -1.4405 -2.0285 0.3832 -0.59
Br -2.3043 -1.9531 2.0754 0.91
C -0.8736 -0.8633 -0.2126 -0.34
O -1.3237 0.9333 1.6557 -0.53
C -0.0267 -0.9880 -1.3341 -0.28
N 0.7145 0.0604 -1.7394 -0.02
H 2.0853 1.4476 -4.3590 0.10
H 3.2128 1.1129 -3.0608 0.10
H 1.8025 2.1274 -2.7384 0.07
H 1.9075 -1.1038 -4.6337 0.13
H 0.7235 -3.1378 -3.8577 0.10
H -1.7371 -4.1290 0.2009 0.11
C 2.1381 0.2338 4.7317 -0.13
C 1.5450 0.8243 3.4554 -0.39
P 2.6288 0.6657 1.9878 0.83
C 4.1669 1.6136 2.3206 -0.37
C 4.7058 2.2949 1.0647 -0.17
C 3.0615 -1.1112 1.8596 -0.38
C 3.7889 -1.4315 0.5596 -0.15
H 1.5131 0.5174 5.5765 0.08
H 3.1418 0.6048 4.9256 0.07
H 2.1694 -0.8524 4.6929 0.07
H 1.3448 1.8942 3.5781 0.09
H 0.5933 0.3433 3.2125 0.06
H 4.9110 0.9210 2.7267 0.10
H 3.9292 2.3652 3.0811 0.09
H 4.8902 1.5710 0.2719 0.06
H 5.6437 2.7979 1.2917 0.08
H 4.0020 3.0430 0.7003 0.06
H 2.1141 -1.6590 1.8987 0.09
H 3.6632 -1.3959 2.7253 0.10
H 3.2162 -1.0599 -0.2937 0.03
H 3.9079 -2.5076 0.4537 0.08
H 4.7793 -0.9826 0.5327 0.07
C -2.8455 -0.3354 -3.5340 -0.05
C -2.7136 0.8764 -2.6210 -0.21
N -3.5397 0.7379 -1.4362 0.08
C -3.1297 0.7051 -0.1928 -0.36
S -1.2870 0.8284 0.2040 0.95
N -3.8675 0.6263 0.8731 0.03
C -5.3148 0.5264 0.9883 -0.19
C -5.9225 1.8505 1.4344 -0.05
H -2.2112 -0.2002 -4.4055 0.09
H -3.8692 -0.4476 -3.8812 0.09
H -2.5437 -1.2479 -3.0257 0.07
H -3.0422 1.7672 -3.1646 0.14
H -1.6769 1.0236 -2.3190 0.08
H -4.5365 0.6610 -1.6269 0.17
H -3.3488 0.6907 1.7550 0.11
H -5.5313 -0.2462 1.7300 0.13
H -5.7368 0.2099 0.0331 0.12
H -5.5151 2.1572 2.3938 0.09
H -6.9971 1.7306 1.5420 0.09
H -5.7391 2.6382 0.7088 0.08
```

Max |F|, hartree/bohr: 0.0478
Kohn-Sham gap (spin up / spin down), eV: 7.7 / 7.7
E_HOMO (spin up / spin down), eV: -14.59 / -14.59
Total charge: +2


Record 2
Density functional theory data (ωB97M-V/def2-TZVPD) for a molecular structure, C39H36Cl2I2N5O4PRuS.

Structure (XYZ):
```
91
Properties=species:S:1:pos:R:3:lowdin_charge:R:1
Ru 0.2051 0.0657 0.3844 1.12
O 2.6995 -1.7999 0.6950 -0.06
N 2.4342 -0.4542 0.5493 -0.10
C 3.4233 0.2376 0.9524 -0.08
C 3.5773 1.6896 0.8660 -0.19
C 4.9099 2.1115 0.9653 -0.02
C 5.2575 3.4449 0.8632 -0.04
C 4.2647 4.3917 0.6727 -0.04
C 2.9438 3.9891 0.5815 -0.10
C 2.5717 2.6462 0.6712 -0.29
P 0.7878 2.2652 0.5842 1.02
C 0.1732 3.3783 -0.7184 -0.34
C 0.9706 3.7617 -1.7951 -0.13
C 0.4518 4.5474 -2.8107 -0.07
C -0.8737 4.9544 -2.7670 -0.06
C -1.6752 4.5758 -1.7007 -0.05
C -1.1574 3.7913 -0.6825 -0.08
C 0.0996 2.9466 2.1406 -0.34
C 0.8352 3.7655 2.9963 -0.08
C 0.2788 4.2215 4.1823 -0.06
C -1.0144 3.8633 4.5324 -0.06
C -1.7510 3.0450 3.6885 -0.05
C -1.1993 2.5858 2.5032 -0.11
H 2.0671 -2.2441 0.1120 0.01
H 4.2858 -0.3198 1.3120 0.15
H 5.6820 1.3684 1.1158 0.12
H 6.2946 3.7413 0.9346 0.12
H 4.5114 5.4421 0.5986 0.12
H 2.1786 4.7404 0.4336 0.12
H 2.0110 3.4645 -1.8467 0.10
H 1.0884 4.8473 -3.6326 0.11
H -1.2796 5.5710 -3.5573 0.11
H -2.7081 4.8926 -1.6563 0.11
H -1.7975 3.5080 0.1409 0.09
H 1.8542 4.0429 2.7661 0.09
H 0.8639 4.8563 4.8343 0.11
H -1.4441 4.2157 5.4603 0.11
H -2.7584 2.7489 3.9483 0.12
H -1.7929 1.9264 1.8810 0.05
I -3.9376 -3.4036 1.1519 1.07
C -2.6381 -2.4839 2.4800 -0.63
C -2.8934 -2.5963 3.8534 -0.21
C -2.0939 -1.9875 4.7795 -0.66
I -2.5051 -2.2847 6.8061 0.95
C -1.0062 -1.1813 4.3493 -0.19
C -0.1185 -0.5220 5.2194 -0.01
C 0.9176 0.2156 4.7021 -0.01
C 1.0259 0.3465 3.3220 -0.12
N 0.1980 -0.2291 2.4659 0.00
C -0.7933 -1.0339 2.9582 -0.13
C -1.5682 -1.7498 1.9921 -0.53
O -1.3033 -1.6468 0.7174 -0.38
H -3.7359 -3.1933 4.1750 0.08
H -0.2535 -0.6186 6.2878 0.07
H 1.6290 0.7258 5.3341 0.12
H 1.8110 0.9747 2.9152 0.10
C -1.5012 -5.3489 -5.2359 -0.06
C -2.4931 -4.2324 -4.9487 -0.19
N -1.9888 -3.2373 -3.9950 -0.05
C -2.5372 -3.2867 -2.6466 -0.21
C -2.0820 -4.5374 -1.9091 -0.10
C -1.0860 -2.3640 -4.4781 -0.41
O -0.7302 -2.3836 -5.6498 0.06
C -0.4419 -1.2936 -3.6223 -0.06
C -0.1066 -0.1312 -4.3155 0.04
C 0.7063 0.8146 -3.7231 -0.01
C 1.1489 0.5769 -2.4392 -0.14
N 0.7821 -0.4882 -1.7238 -0.05
C 0.0056 -1.4125 -2.3152 -0.07
H -1.9300 -6.0525 -5.9493 0.08
H -1.2465 -5.8987 -4.3301 0.06
H -0.5891 -4.9429 -5.6688 0.07
H -3.4143 -4.6318 -4.5217 0.12
H -2.7515 -3.7159 -5.8731 0.12
H -3.6282 -3.2640 -2.7267 0.13
H -2.2617 -2.3857 -2.1015 0.09
H -2.5047 -5.4339 -2.3624 0.08
H -2.3871 -4.5041 -0.8659 -0.04
H -0.9938 -4.6255 -1.9473 0.06
H -0.4499 -0.0239 -5.3347 0.13
H 1.0047 1.7146 -4.2401 0.12
H 1.8368 1.2555 -1.9526 0.09
H -0.2212 -2.2770 -1.7009 0.09
O -3.3510 0.4208 1.2611 -0.48
S -2.8394 0.1605 -0.0745 0.82
N -1.4515 0.6804 -0.3666 -0.52
Cl 0.2897 -3.9714 0.8457 0.65
C 1.5297 -5.1878 0.5061 -0.95
Cl 2.3666 -4.8116 -1.0136 0.54
H 1.0531 -6.1558 0.4033 0.03
H 2.2596 -5.1829 1.3072 0.03
```

Max |F|, hartree/bohr: 0.0204
Kohn-Sham gap (spin up / spin down), eV: 6.4 / 5.9
Spin multiplicity: 2
E_HOMO (spin up / spin down), eV: -9.92 / -9.95
Total charge: +1


Record 3
Density functional theory data (ωB97M-V/def2-TZVPD) for a single C4H6N2O molecule.

Structure (XYZ):
```
13
Properties=species:S:1:pos:R:3:lowdin_charge:R:1
H -1.7503 1.8159 0.5521 0.07
N -1.2815 0.9162 0.6057 0.11
C -1.4944 0.2155 -0.4251 -0.33
O -0.7971 -0.9005 -0.7028 -0.07
C 0.2929 -1.2373 0.1546 -0.16
C 1.2603 -0.0620 0.4816 -0.15
C 0.9702 1.0254 -0.4468 -0.27
N 0.7485 1.6183 -1.4148 0.16
H -2.2001 0.4085 -1.2364 0.14
H 0.8404 -1.9973 -0.4050 0.13
H -0.1099 -1.6765 1.0702 0.12
H 1.2318 0.1962 1.5437 0.12
H 2.2893 -0.3223 0.2230 0.12
```

Max |F|, hartree/bohr: 0.0279
Kohn-Sham gap, eV: 10.8
E_HOMO, eV: -9.95
Total charge: 0


Record 4
Density functional theory data (ωB97M-V/def2-TZVPD) for a molecular structure, C9H5F6N10O2RhS2Sb.

Structure (XYZ):
```
36
Properties=species:S:1:pos:R:3:lowdin_charge:R:1
Rh 0.9238 -0.4794 -0.3548 1.09
N -0.4730 2.2918 1.3107 0.19
C 0.6417 1.6783 1.8046 -0.44
N 1.1371 1.7779 3.0184 0.06
N 2.2187 0.9885 3.0448 -0.05
N 2.4038 0.4160 1.9048 -0.04
N 1.4455 0.8601 1.0842 -0.12
C -0.9581 1.9722 0.0858 -0.39
N -2.0441 2.4595 -0.5078 0.11
N -2.1191 1.8616 -1.6939 0.02
N -1.1196 1.0664 -1.8403 -0.18
N -0.3671 1.1122 -0.7444 -0.07
H -1.0089 2.8935 1.9147 0.17
F -0.5148 -0.9727 1.4579 -0.39
Sb -1.3184 -2.6861 0.8826 1.44
F -1.7992 -4.2946 0.0603 -0.33
F 0.3797 -2.7104 -0.1911 -0.45
F -0.4556 -3.5381 2.3039 -0.32
F -2.0483 -1.6458 -0.5304 -0.42
F -2.8623 -2.3130 1.8660 -0.33
O 4.3542 -1.4768 -2.3686 -0.23
S 3.5812 -0.3692 -2.8135 0.69
O 4.0193 0.9640 -2.5762 -0.23
N 1.9813 -0.5294 -2.1917 -0.16
C 1.1157 -0.7435 -3.1486 -0.65
S -0.5450 -0.8911 -2.7621 1.09
C 1.6702 -0.8410 -4.4969 -0.23
C 1.0040 -1.1191 -5.6799 -0.01
C 1.7462 -1.1432 -6.8520 -0.04
C 3.1122 -0.8823 -6.8398 -0.04
C 3.7825 -0.6106 -5.6504 -0.01
C 3.0398 -0.6089 -4.4942 -0.20
H -0.0603 -1.3128 -5.6773 0.11
H 1.2558 -1.3650 -7.7899 0.12
H 3.6697 -0.8923 -7.7662 0.12
H 4.8450 -0.4079 -5.6327 0.13
```

Max |F|, hartree/bohr: 0.0610
Kohn-Sham gap (spin up / spin down), eV: 4.8 / 4.6
Spin multiplicity: 2
E_HOMO (spin up / spin down), eV: -9.54 / -9.44
Total charge: 0


Record 5
Density functional theory data (ωB97M-V/def2-TZVPD) for a molecular structure, C35H32AsF6N6O4STi.

Structure (XYZ):
```
86
Properties=species:S:1:pos:R:3:lowdin_charge:R:1
Ti -2.3005 -0.9148 0.0239 1.18
O -6.2734 -1.3789 -0.7169 0.10
C -5.0711 -1.4968 -0.6810 -0.55
O -4.1990 -0.6096 -0.2862 -0.11
C -4.3932 -2.8056 -1.0454 -0.15
C -4.9046 -3.8676 -1.7683 0.02
C -4.0411 -4.9178 -2.0637 -0.04
C -2.7154 -4.8856 -1.6428 0.02
C -2.3043 -3.7945 -0.8994 -0.14
N -3.1490 -2.8226 -0.6112 0.07
C -0.9036 -3.4798 -0.3941 -0.55
O 0.0192 -4.2487 -0.6042 0.06
O -0.8639 -2.3521 0.2244 -0.14
H -5.9304 -3.8435 -2.1072 0.12
H -4.3983 -5.7558 -2.6497 0.10
H -2.0044 -5.6612 -1.8893 0.12
C -0.4305 1.9500 4.6427 -0.09
C 0.1812 2.0920 3.2471 -0.20
C 1.3956 1.2272 3.0354 -0.19
C 2.6742 1.7390 3.2232 -0.06
C 3.7968 0.9634 2.9818 -0.10
C 3.6430 -0.3398 2.5297 -0.06
C 2.3817 -0.8882 2.3268 -0.18
C 2.1965 -2.2807 1.7726 -0.19
C 3.2485 -2.6977 0.7474 -0.11
C 1.2564 -0.1007 2.6120 -0.22
N -0.0342 -0.5919 2.3480 0.09
C -0.6662 -1.2192 3.2509 -0.11
C -2.0211 -1.6977 3.1352 -0.30
C -2.7529 -2.2062 4.2031 -0.08
C -4.0472 -2.4532 3.7212 -0.12
C -4.0289 -2.0799 2.3858 -0.17
N -2.8078 -1.6301 2.0087 -0.03
H -1.2015 2.7063 4.8056 0.07
H 0.3326 2.0666 5.4171 0.07
H -0.8956 0.9719 4.7729 0.06
H 0.4703 3.1319 3.0821 0.08
H -0.5631 1.8469 2.4864 0.10
H 2.7826 2.7739 3.5320 0.11
H 4.7881 1.3805 3.1166 0.09
H 4.5210 -0.9345 2.3046 0.10
H 1.2106 -2.3399 1.3130 0.07
H 2.1836 -3.0039 2.5968 0.12
H 3.4103 -1.8945 0.0244 0.07
H 2.9036 -3.5804 0.2063 0.06
H 4.2122 -2.9350 1.2056 0.06
H -0.2063 -1.4126 4.2312 0.14
H -2.3765 -2.3497 5.2056 0.09
H -4.8976 -2.8353 4.2645 0.07
H -4.8556 -2.1135 1.6944 0.09
C 4.4949 3.6494 -2.4907 -0.05
C 3.4139 3.4894 -1.4815 -0.31
C 2.9344 4.4466 -0.6489 -0.01
C 1.8773 4.1586 0.2441 -0.31
N 1.2598 2.9361 0.1922 0.13
C 1.7286 2.0314 -0.5840 -0.58
S 0.9943 0.4312 -0.6107 1.10
N 2.8802 2.2037 -1.3539 0.09
C 1.2967 5.1874 1.1599 -0.07
H 4.8089 4.6902 -2.5493 0.07
H 4.1536 3.3367 -3.4832 0.08
H 5.3669 3.0356 -2.2381 0.08
H 3.3474 5.4470 -0.7043 0.11
H 3.0633 1.5219 -2.0721 0.12
H 1.0451 6.1074 0.6223 0.07
H 1.9820 5.4603 1.9717 0.07
H 0.3810 4.7971 1.5999 0.06
F -1.7433 -0.8261 -1.6696 -0.33
As -2.9081 2.4388 -3.0911 1.11
F -4.5127 1.9828 -3.9264 -0.54
F -2.2457 2.5908 -4.7266 -0.41
F -3.5796 4.0561 -2.9507 -0.41
F -1.2564 3.2737 -2.5667 -0.56
F -2.0260 0.7063 0.6219 -0.33
N 0.9030 -1.3588 -7.5037 0.12
C 0.8835 -1.0578 -6.3928 -0.20
C 0.8931 -0.6754 -5.0080 -0.24
C 1.2613 -1.6150 -4.0438 -0.03
C 1.3149 -1.2455 -2.7130 -0.09
C 0.9943 0.0596 -2.3426 -0.50
C 0.5844 0.9885 -3.2959 -0.07
C 0.5408 0.6210 -4.6303 -0.01
H 1.5037 -2.6267 -4.3414 0.11
H 1.5847 -1.9697 -1.9532 0.10
H 0.2199 1.9667 -2.9916 0.08
H 0.1891 1.3305 -5.3674 0.12
```

Max |F|, hartree/bohr: 0.0197
Kohn-Sham gap (spin up / spin down), eV: 5.4 / 7.2
Spin multiplicity: 2
E_HOMO (spin up / spin down), eV: -1.38 / -3.24
Total charge: -2


Record 6
Density functional theory data (ωB97M-V/def2-TZVPD) for 5 unconnected molecules or ions with the total composition C15H36FN3O10P.

Structure (XYZ):
```
66
Properties=species:S:1:pos:R:3:lowdin_charge:R:1
F -8.8996 3.9682 -24.1942 -0.69
O -11.9335 1.8485 -23.2970 -0.21
P -12.0719 0.5211 -22.7739 0.50
N -10.6275 -0.2715 -22.6048 -0.28
C -9.6270 0.1041 -23.5873 -0.13
C -10.2978 -1.5419 -21.9776 -0.10
N -13.0654 -0.4262 -23.6817 -0.29
C -12.6458 -0.8454 -25.0262 -0.10
C -14.5770 -0.3185 -23.4773 -0.09
N -12.7078 0.4242 -21.1157 -0.28
C -13.4207 -0.6734 -20.5924 -0.21
C -12.1631 1.3957 -20.0929 -0.10
H -8.7307 -0.5155 -23.6158 0.07
H -9.3060 1.1383 -23.7115 0.07
H -10.0567 -0.0191 -24.5814 0.05
H -10.5027 -1.5380 -20.9070 0.07
H -9.2447 -1.7960 -22.0982 0.08
H -10.9357 -2.3179 -22.4005 0.07
H -13.4333 -1.5065 -25.3880 0.07
H -12.6157 -0.0076 -25.7228 0.09
H -11.6772 -1.3378 -24.9397 0.06
H -15.0620 -1.2278 -23.8323 0.07
H -14.8861 -0.1364 -22.4480 0.05
H -15.0780 0.5431 -23.9186 0.08
H -14.4504 -0.4225 -20.3379 0.07
H -13.3750 -1.4919 -21.3108 0.07
H -12.9945 -1.0728 -19.6721 0.07
H -11.1715 1.0272 -19.8302 0.08
H -12.8330 1.6627 -19.2755 0.07
H -11.9887 2.4023 -20.4728 0.05
C -10.6883 4.1850 -17.9911 -0.04
O -9.4209 3.9876 -18.6158 0.00
C -9.3315 3.8286 -19.9354 -0.53
O -10.1618 3.7364 -20.8453 0.11
O -8.0127 3.5292 -20.1766 -0.04
C -7.5205 2.9915 -21.4079 -0.04
H -11.3759 3.4230 -18.3582 0.07
H -11.1008 5.1260 -18.3550 0.09
H -10.8060 4.1820 -16.9075 0.09
H -8.1962 2.2452 -21.8258 0.07
H -6.6397 2.3629 -21.2765 0.08
H -7.4623 3.8130 -22.1219 0.07
C -7.3295 2.0971 -26.3647 -0.03
O -6.2933 1.2179 -26.8149 0.01
C -6.4315 -0.0877 -26.8953 -0.56
O -5.7486 -0.9161 -27.5057 0.07
O -7.4930 -0.5371 -26.1504 -0.06
C -7.9460 -1.8763 -26.3049 -0.06
H -7.1943 3.1344 -26.6708 0.09
H -7.0926 2.1877 -25.3046 0.09
H -8.3151 1.7448 -26.6687 0.10
H -7.1281 -2.5677 -26.1022 0.09
H -8.4203 -2.0447 -27.2718 0.10
H -8.6874 -2.1435 -25.5519 0.07
C -7.6967 6.6938 -23.7156 -0.06
O -7.8430 7.4960 -22.5507 -0.03
C -8.9957 7.5750 -21.8722 -0.56
O -10.0337 7.1895 -22.3816 0.12
O -8.7407 8.1463 -20.6733 0.01
C -9.7914 8.3933 -19.7837 -0.09
H -7.2129 7.2781 -24.4983 0.08
H -8.6713 6.4959 -24.1620 0.07
H -7.1933 5.7707 -23.4285 0.07
H -10.5701 9.0569 -20.1598 0.10
H -9.3973 8.7014 -18.8152 0.09
H -10.3656 7.5746 -19.3500 0.08
```

Max |F|, hartree/bohr: 0.0952
Kohn-Sham gap, eV: 6.5
E_HOMO, eV: -4.00
Total charge: -1